No. 1
87
Properties=species:S:1:pos:R:3 method="wB97M-V/def2-TZVPD" lumo_energy_ev=2.06 charge=-1
C 0.5844 1.1546 -1.4435
C -0.1873 2.4148 -1.9980
O 0.8055 3.3700 -2.3001
C 0.3615 4.3203 -3.2618
C 0.1932 3.7373 -4.7015
Al 1.8666 2.7337 -5.3384
Cl 3.3847 4.2904 -5.9840
C 1.2538 1.5669 -6.9419
C 0.2761 2.4023 -7.7088
O -0.8814 2.3321 -7.5493
Br 0.9516 3.7330 -9.0304
H 1.3756 0.9458 -2.1830
H -0.0759 0.2935 -1.2748
H 1.1025 1.5090 -0.5374
H -0.8973 2.7207 -1.2035
H -0.7625 2.0616 -2.8694
H 1.1723 5.0677 -3.3529
H -0.5347 4.8913 -2.9333
H 0.0033 4.5853 -5.3841
H -0.6631 3.0348 -4.7444
H 2.4054 1.8286 -4.1474
H 0.7890 0.6302 -6.6087
H 2.1443 1.3943 -7.5677
C 0.1482 4.3292 4.6228
O 1.5555 4.3258 4.4700
C 2.0684 3.0394 4.1365
C 2.4051 2.9420 2.6621
O 1.2386 2.9921 1.8563
C 1.0402 4.2631 1.2525
H -0.1822 5.3666 4.6759
H -0.3517 3.8462 3.7795
H -0.1305 3.8244 5.5550
H 1.3649 2.2522 4.4270
H 2.9865 2.9014 4.7148
H 2.8794 1.9720 2.4758
H 3.1133 3.7250 2.3732
H 1.7678 4.4093 0.4487
H 1.1250 5.0715 1.9840
H 0.0393 4.2842 0.8236
C -6.0226 -0.8950 -3.3146
O -5.0059 -1.1451 -4.2667
C -3.9760 -0.1589 -4.2411
C -2.7418 -0.6661 -3.5244
O -2.9915 -0.8486 -2.1340
C -3.1910 -2.2069 -1.7875
H -6.6554 -1.7811 -3.2571
H -5.6087 -0.6961 -2.3226
H -6.6370 -0.0459 -3.6341
H -4.3348 0.7684 -3.7854
H -3.7142 0.0556 -5.2811
H -1.9496 0.0843 -3.6038
H -2.3774 -1.5909 -3.9820
H -2.2381 -2.7468 -1.8272
H -3.9151 -2.6914 -2.4487
H -3.5717 -2.2458 -0.7674
C -5.5460 -7.0503 1.1260
O -4.4579 -7.6852 0.4770
C -3.9936 -6.9574 -0.6540
C -2.7194 -6.1987 -0.3408
O -2.9543 -5.1496 0.5886
C -2.5357 -5.4793 1.9018
H -5.7090 -7.5533 2.0789
H -5.3423 -5.9941 1.3186
H -6.4532 -7.1457 0.5197
H -4.7671 -6.2783 -1.0250
H -3.7821 -7.6895 -1.4396
H -2.3544 -5.7332 -1.2619
H -1.9427 -6.8774 0.0246
H -1.4420 -5.4710 1.9609
H -2.9116 -6.4573 2.2129
H -2.9284 -4.7226 2.5801
C 6.7088 -0.6526 7.0714
O 6.1188 -1.3756 6.0054
C 4.7154 -1.1649 5.9097
C 4.3734 -0.2035 4.7888
O 4.8341 1.1110 5.0731
C 6.0229 1.4354 4.3693
H 7.7909 -0.7059 6.9553
H 6.4078 0.3979 7.0639
H 6.4364 -1.1069 8.0303
H 4.3087 -0.8100 6.8616
H 4.2613 -2.1361 5.6896
H 3.2838 -0.1470 4.6966
H 4.7740 -0.5599 3.8351
H 5.8006 1.5942 3.3088
H 6.7794 0.6537 4.4715
H 6.4189 2.3608 4.7862

***

No. 2
84
Properties=species:S:1:pos:R:3 method="wB97M-V/def2-TZVPD" lumo_energy_ev=-8.48 charge=+3
Al 1.1730 -0.4650 0.3199
C 2.5832 -1.6086 2.7626
C 3.2082 -2.3513 1.5826
O 2.3187 -2.1378 0.4738
C 2.6631 -2.7536 -0.7803
C 2.9542 -1.6393 -1.8126
O 2.6216 -0.3670 -1.2203
C 3.7547 0.5269 -1.0873
C 3.2269 1.7710 -0.4146
O 2.4052 1.3471 0.6859
C 2.9108 1.5351 2.0158
C 1.9242 0.7618 2.8648
O 1.7643 -0.5349 2.2362
H 3.3621 -1.2030 3.4056
H 1.9463 -2.2563 3.3594
H 3.2739 -3.4169 1.7981
H 4.2028 -1.9706 1.3410
H 1.8106 -3.3542 -1.0961
H 3.5231 -3.4061 -0.6505
H 2.3506 -1.7694 -2.7085
H 4.0038 -1.6412 -2.0986
H 4.1574 0.7623 -2.0719
H 4.5270 0.0427 -0.4832
H 2.5879 2.3193 -1.1059
H 4.0302 2.4271 -0.0832
H 2.9061 2.5922 2.2804
H 3.9278 1.1432 2.1055
H 0.9471 1.2473 2.8543
H 2.2548 0.6583 3.8955
C -1.8162 2.5975 -3.8037
Si -1.6857 0.7341 -3.6178
C 0.0548 0.1143 -4.0466
C -3.0322 -0.2298 -4.4795
C -1.7709 0.3916 -1.7056
Te -0.2797 1.5355 -0.7109
C -1.4971 2.4448 0.8071
Si -0.9117 4.1953 1.4334
C 0.2146 4.8866 0.0897
C 0.0182 3.9155 3.0484
C -2.4694 5.1953 1.6700
H -1.7300 2.8944 -4.8505
H -1.0338 3.1247 -3.2537
H -2.7845 2.9605 -3.4503
H 0.2891 0.2735 -5.1006
H 0.1439 -0.9598 -3.8550
H 0.8169 0.6420 -3.4633
H -3.0807 0.0644 -5.5304
H -4.0137 -0.0307 -4.0450
H -2.8628 -1.3071 -4.4527
H -1.5793 -0.6568 -1.4828
H -2.7403 0.6684 -1.2881
H -1.6600 1.7457 1.6265
H -2.4492 2.5767 0.2864
H 1.1296 4.3006 -0.0389
H 0.5167 5.9076 0.3308
H -0.3064 4.9283 -0.8707
H 1.0163 3.4941 2.9123
H -0.5445 3.2739 3.7308
H 0.1494 4.8734 3.5569
H -3.0073 5.3416 0.7316
H -2.2299 6.1847 2.0652
H -3.1497 4.7197 2.3794
C -2.4938 -2.8393 -1.9354
C -1.8783 -3.4787 -0.7012
As -0.7360 -2.3758 0.4766
C -1.9589 -1.3045 1.5874
C -3.3651 -1.8651 1.7921
C -0.0548 -3.8056 1.6545
C -1.0939 -4.8014 2.1686
H -3.1127 -3.5798 -2.4420
H -1.7328 -2.5079 -2.6435
H -3.1378 -1.9970 -1.6820
H -1.2563 -4.3316 -0.9754
H -2.6562 -3.8290 -0.0229
H -2.0258 -0.3291 1.1006
H -1.4561 -1.1605 2.5489
H -3.8871 -1.9855 0.8428
H -3.9484 -1.1773 2.4037
H -3.3530 -2.8243 2.3047
H 0.4315 -3.3276 2.5052
H 0.7108 -4.3385 1.0849
H -1.8496 -4.3172 2.7839
H -0.5958 -5.5411 2.7953
H -1.5841 -5.3426 1.3626

***

no.,strongest force on any atom (eV/A)
1,2.500
2,1.211